Record 1
Density functional theory data (ωB97M-V with the def2-TZVPD basis set) for 2 unconnected molecules or ions with the total composition C4H10N2O3 at a distorted geometry.

Calculated values
- ΔE to the lowest compared entry with this formula, charge and spin: 51.4 kcal per mole
- E: -13431.6265 eV
- HOMO level: -9.7 eV
- Spin multiplicity: 1

Structure (XYZ):
```
19
Properties=species:S:1:pos:R:3:forces:R:3
C 1.7540 -1.2681 -0.5621 -0.33 -0.22 -0.42
C 1.0356 -0.7156 -2.9075 0.16 -0.13 0.17
O 0.7476 -1.8765 0.1370 -0.30 -0.04 -0.43
O 2.0141 0.0487 -0.3146 -0.05 -0.08 -0.09
N 1.0092 -1.5013 -1.9234 0.25 0.54 -0.26
H 1.1629 0.5330 -0.1545 0.03 -0.13 0.01
H 0.2637 -2.0601 -1.0776 0.37 -0.03 0.98
H 2.7069 -1.8084 -0.5882 -0.06 0.06 0.02
H 1.8070 0.0532 -2.9634 -0.08 0.02 0.04
H 0.2995 -0.7975 -3.7007 0.01 -0.03 0.01
C -2.0209 1.9609 1.7374 -0.05 -0.07 -0.10
C -1.0242 1.0016 1.1233 0.17 0.06 0.10
N -0.9205 -0.2186 1.6700 0.04 -0.02 -0.03
O -0.3169 1.3638 0.1766 -0.20 -0.06 0.12
H -1.4782 -0.4802 2.4637 0.00 0.08 -0.08
H -0.2604 -0.8952 1.2592 -0.10 0.10 -0.02
H -2.6776 1.4947 2.4719 0.07 -0.02 -0.01
H -1.4722 2.7753 2.2113 0.00 -0.03 -0.02
H -2.6295 2.3903 0.9415 0.06 -0.01 0.02
```
Forces are in eV/Å.

Record 2
Density functional theory data (ωB97M-V with the def2-TZVPD basis set) for 2 unconnected molecules or ions with the total composition C4H10N2O4 at a distorted geometry.

Calculated values
- ΔE to the lowest compared entry with this formula, charge and spin: 123.3 kcal per mole
- E: -15475.5211 eV
- HOMO level: -9.4 eV
- Spin multiplicity: 1
- SMILES: C/C(O)=N/[C@@H](C)O.O=NO

Structure (XYZ):
```
20
Properties=species:S:1:pos:R:3:forces:R:3
C 1.6045 1.9583 0.8020 -2.32 0.58 3.81
C 1.2495 0.8761 -0.1319 -1.28 -2.97 1.52
O 1.1452 1.1899 -1.4138 -0.43 0.39 -1.50
N 0.8203 -0.2297 0.4125 1.12 0.40 -0.79
C 0.3498 -1.3783 -0.3549 0.99 -1.33 0.44
C -0.5911 -2.3705 0.3970 2.06 -0.51 -1.41
O -0.3600 -1.0068 -1.5417 -1.85 0.12 0.41
H 1.0650 1.6492 1.8080 0.90 0.38 -1.95
H 1.1377 2.9262 0.6325 -0.13 0.06 -0.83
H 2.5390 2.2307 1.2342 1.49 -0.51 -0.73
H 0.5233 0.5545 -1.8702 0.72 0.14 0.60
H 1.2471 -2.0876 -0.5923 -1.16 1.78 -0.18
H -1.5968 -2.1975 0.2101 -1.98 0.81 -0.01
H -0.4035 -2.4239 1.4313 0.30 -0.06 1.24
H -0.4445 -3.3555 -0.0823 0.22 0.28 0.44
H -1.3218 -0.9519 -1.2075 2.12 -0.04 -1.29
O -2.6845 -0.0493 0.4447 2.16 1.75 0.25
N -1.6694 0.5715 0.5504 -2.41 0.19 -0.69
O -1.8031 1.8112 -0.2148 3.33 1.00 -1.09
H -0.8067 2.2838 -0.5135 -3.84 -2.46 1.76
```
Forces are in eV/Å.

Record 3
Density functional theory data (ωB97M-V with the def2-TZVPD basis set) for a gas-phase ion, C4H10N2OS (charge -2) at a distorted geometry.

Calculated values
- ΔE to the lowest compared entry with this formula, charge and spin: 14.8 kcal per mole
- E: -20170.5578 eV
- HOMO level: 0.5 eV
- Spin multiplicity: 1
- Net charge: -2
- SMILES: NC[C@H](C[S-])NC[O-]

Structure (XYZ):
```
18
Properties=species:S:1:pos:R:3:forces:R:3
N -1.0951 2.1057 -1.2119 -0.34 1.14 -0.38
C -1.3591 0.9601 -0.3472 2.03 -0.23 -0.07
C -0.0582 0.1206 0.0775 -2.37 -0.18 0.59
C 0.1541 -1.0123 -0.9104 0.87 0.21 -0.98
S 0.7199 -0.4112 -2.5633 -0.01 -0.06 -0.37
N -0.3595 -0.3947 1.4191 0.14 0.62 -0.62
C 0.5784 -0.1317 2.5702 0.04 -1.09 0.18
O 0.6854 -1.1255 3.4672 -0.51 0.26 -0.02
H -0.8443 1.8893 -2.1696 -0.06 -0.84 0.16
H -0.2622 2.5918 -0.8893 -0.16 -0.15 0.27
H -2.0539 0.2556 -0.8067 -0.19 0.20 -0.09
H -1.7489 1.3290 0.5962 -0.29 -0.01 0.05
H 0.7732 0.8254 0.0920 0.27 -0.16 0.08
H -0.7649 -1.5821 -1.0903 -0.10 0.11 0.39
H 0.9138 -1.7172 -0.5660 -0.08 0.09 0.31
H -0.7884 -1.2983 1.3379 0.51 -0.52 0.63
H 1.5883 0.0742 2.1382 -0.07 0.43 -0.41
H 0.1681 0.8299 2.9728 0.31 0.16 0.28
```
Forces are in eV/Å.

Record 4
Density functional theory data (ωB97M-V with the def2-TZVPD basis set) for a gas-phase ion, C4H10N2OS (charge -2) at a distorted geometry.

Calculated values
- ΔE to the lowest compared entry with this formula, charge and spin: 11.4 kcal per mole
- E: -20170.7050 eV
- HOMO level: 0.1 eV
- Spin multiplicity: 1
- Net charge: -2
- SMILES: N[C@@H](C[S-])CNC[O-]

Structure (XYZ):
```
18
Properties=species:S:1:pos:R:3:forces:R:3
N 2.0604 -0.8173 0.8489 -1.43 -0.99 0.29
C 0.8359 0.0131 0.6847 1.17 0.00 -0.77
C 1.2534 1.4605 0.3043 -0.26 1.04 1.42
S 2.6929 2.2951 1.2167 -0.58 -0.63 -0.30
C -0.1425 -0.5317 -0.4217 1.33 -0.13 1.15
N -1.4582 -0.8804 0.1040 -0.90 0.57 -0.43
C -2.6249 -0.3353 -0.8089 1.68 0.05 0.24
O -2.4136 -0.5339 -2.0924 -0.67 -0.21 -0.25
H 2.6266 -0.3895 1.5710 0.31 0.35 -0.43
H 2.5442 -0.8428 -0.0341 0.42 0.28 -0.01
H 0.2819 -0.0302 1.6221 0.17 0.31 0.09
H 0.3720 2.0588 0.5550 -0.05 0.18 -0.17
H 1.4077 1.6322 -0.7616 0.14 -0.55 -0.13
H 0.3375 -1.4230 -0.8479 0.06 0.15 -0.18
H -0.0833 0.2590 -1.1643 -1.02 -0.22 -0.44
H -1.5177 -1.8925 0.0821 -0.17 0.05 -0.15
H -3.5349 -0.7914 -0.3472 -0.07 -0.18 0.03
H -2.6374 0.7493 -0.5107 -0.10 -0.07 0.04
```
Forces are in eV/Å.

no.,orbital gap (eV)
1,10.24
2,9.05
3,5.49
4,5.83